Formula: C43H71Cl28FN3O6
Source: the OMol25 dataset
Level of theory: ωB97M-V/def2-TZVPD

Bonds (Å) are listed after each position.
Geometry (Å):
1 C 2.420 0.250 4.624  C2 1.202, H40 1.066
2 C 1.681 0.924 3.958  C1 1.202, C3 1.487
3 C 0.871 1.564 2.888  C2 1.487, C4 1.536, H41 1.094, H42 1.089
4 C 1.390 1.214 1.486  C3 1.536, C5 1.559, N26 1.533, H43 1.091
5 C 2.460 2.262 1.057  C4 1.559, C6 1.551, O11 1.438, H44 1.096
6 C 3.773 1.994 1.839  C5 1.551, C7 1.541, H45 1.084, H46 1.091
7 C 4.092 3.126 2.834  C6 1.541, C8 1.524, H47 1.094, H48 1.089
8 C 4.456 4.408 2.094  C7 1.524, N9 1.399, O10 1.212
9 N 5.373 4.330 1.041  C8 1.399, H49 1.014, H50 1.014
10 O 3.957 5.455 2.444  C8 1.212
11 O 2.857 2.269 -0.325  C5 1.438, C12 1.422
12 C 2.139 1.387 -1.179  O11 1.422, C13 1.539, C17 1.530, H51 1.103
13 C 2.822 1.476 -2.555  C12 1.539, C14 1.532, C15 1.555, H52 1.098
14 C 2.632 2.758 -3.372  C13 1.532, H53 1.093, H54 1.087, H55 1.092
15 C 2.803 0.182 -3.417  C13 1.555, C16 1.545, H56 1.093, H57 1.087
16 C 3.594 -0.994 -2.804  C15 1.545, H58 1.088, H59 1.092, H60 1.092
17 C 0.636 1.602 -0.988  C12 1.530, C18 1.587, N22 1.365, N26 1.651
18 C -0.152 0.751 -2.071  C17 1.587, C19 1.503, H61 1.090, H62 1.093
19 C -0.521 1.510 -3.315  C18 1.503, O20 1.183, F21 1.348
20 O -1.475 2.205 -3.401  C19 1.183
21 F 0.200 1.305 -4.435  C19 1.348
22 N 0.098 2.852 -1.092  C17 1.365, C23 1.280
23 C 0.423 4.053 -0.795  N22 1.280, C24 1.526, C25 1.510
24 C -0.103 4.682 0.491  C23 1.526, H63 1.090, H64 1.090, H65 1.095
25 C 1.168 5.041 -1.660  C23 1.510, H66 1.090, H67 1.090, H68 1.092
26 N 0.262 0.948 0.480  C4 1.533, C17 1.651, C27 1.475, O35 1.395
27 C 0.098 -0.518 0.456  N26 1.475, O28 1.422, H69 1.090, H70 1.094
28 O -0.100 -0.997 1.780  C27 1.422, C29 1.394
29 C -0.993 -2.065 1.846  O28 1.394, C30 1.388, C34 1.386
30 C -0.732 -3.279 1.225  C29 1.388, C31 1.389, H71 1.085
31 C -1.644 -4.319 1.355  C30 1.389, C32 1.386, H72 1.084
32 C -2.819 -4.159 2.071  C31 1.386, C33 1.393, H73 1.083
33 C -3.082 -2.940 2.690  C32 1.393, C34 1.387, H74 1.081
34 C -2.156 -1.912 2.583  C29 1.386, C33 1.387, H75 1.085
35 O -0.840 1.675 0.933  N26 1.395, C36 1.422
36 C -2.130 1.078 0.968  O35 1.422, C37 1.536, H76 1.094, H77 1.094
37 C -3.145 2.231 0.988  C36 1.536, C38 1.552, O39 1.424, H78 1.092
38 C -2.981 2.990 2.332  C37 1.552, H79 1.093, H80 1.093, H81 1.088
39 O -4.451 1.663 0.966  C37 1.424, H82 0.962
40 H 2.819 -0.490 5.280  C1 1.066
41 H 0.893 2.641 3.085  C3 1.094
42 H -0.132 1.192 3.095  C3 1.089
43 H 1.974 0.301 1.605  C4 1.091
44 H 2.188 3.285 1.342  C5 1.096
45 H 3.754 1.041 2.355  C6 1.084
46 H 4.613 1.934 1.145  C6 1.091
47 H 4.938 2.797 3.444  C7 1.094
48 H 3.254 3.326 3.499  C7 1.089
49 H 5.032 3.750 0.282  N9 1.014
50 H 5.553 5.270 0.707  N9 1.014
51 H 2.410 0.375 -0.835  C12 1.103
52 H 3.884 1.510 -2.277  C13 1.098
53 H 3.008 2.599 -4.386  C14 1.093
54 H 1.613 3.125 -3.462  C14 1.087
55 H 3.249 3.554 -2.951  C14 1.092
56 H 3.355 0.474 -4.314  C15 1.093
57 H 1.815 -0.093 -3.776  C15 1.087
58 H 4.570 -1.020 -3.284  C16 1.088
59 H 3.093 -1.927 -3.072  C16 1.092
60 H 3.786 -0.917 -1.733  C16 1.092
61 H 0.280 -0.237 -2.233  C18 1.090
62 H -1.137 0.564 -1.635  C18 1.093
63 H 0.362 5.645 0.700  C24 1.090
64 H 0.061 4.030 1.350  C24 1.090
65 H -1.181 4.853 0.403  C24 1.095
66 H 2.247 4.926 -1.558  C25 1.090
67 H 0.915 6.065 -1.383  C25 1.090
68 H 0.835 4.916 -2.693  C25 1.092
69 H -0.746 -0.882 -0.131  C27 1.090
70 H 0.995 -1.007 0.067  C27 1.094
71 H 0.185 -3.374 0.654  C30 1.085
72 H -1.399 -5.262 0.880  C31 1.084
73 H -3.528 -4.974 2.154  C32 1.083
74 H -3.991 -2.790 3.256  C33 1.081
75 H -2.370 -0.987 3.107  C34 1.085
76 H -2.414 0.388 0.168  C36 1.094
77 H -2.271 0.536 1.907  C36 1.094
78 H -2.974 2.930 0.166  C37 1.092
79 H -2.901 4.066 2.165  C38 1.093
80 H -2.084 2.676 2.872  C38 1.093
81 H -3.831 2.824 2.991  C38 1.088
82 H -4.915 2.064 0.224  O39 0.962
83 C -4.116 3.670 -5.234  Cl84 1.769, Cl85 1.767, H86 1.083, H87 1.084
84 Cl -5.760 4.075 -4.723  C83 1.769
85 Cl -3.382 4.973 -6.175  C83 1.767
86 H -3.511 3.495 -4.353  C83 1.083
87 H -4.152 2.777 -5.846  C83 1.084
88 C 4.062 -3.303 -5.892  Cl89 1.769, Cl90 1.765, H91 1.084, H92 1.084
89 Cl 5.170 -1.957 -5.589  C88 1.769
90 Cl 4.050 -4.434 -4.537  C88 1.765
91 H 3.065 -2.901 -6.027  C88 1.084
92 H 4.382 -3.826 -6.787  C88 1.084
93 C 1.389 -5.911 -1.590  Cl94 1.775, Cl95 1.767, H96 1.084, H97 1.086
94 Cl 2.423 -4.519 -1.210  C93 1.775
95 Cl 1.489 -7.149 -0.333  C93 1.767
96 H 0.363 -5.570 -1.669  C93 1.084
97 H 1.720 -6.346 -2.529  C93 1.086
98 C 5.704 -1.337 2.223  Cl99 1.778, Cl100 1.766, H101 1.083, H102 1.079
99 Cl 4.303 -1.136 1.146  C98 1.778
100 Cl 5.424 -0.525 3.765  C98 1.766
101 H 5.865 -2.395 2.393  C98 1.083
102 H 6.573 -0.899 1.757  C98 1.079
103 C -7.722 0.584 2.678  Cl104 1.768, Cl105 1.769, H106 1.084, H107 1.084
104 Cl -7.979 -1.095 3.168  C103 1.768
105 Cl -8.511 1.697 3.804  C103 1.769
106 H -6.659 0.794 2.665  C103 1.084
107 H -8.147 0.727 1.691  C103 1.084
108 C -4.694 4.241 6.177  Cl109 1.773, Cl110 1.774, H111 1.081, H112 1.083
109 Cl -3.059 4.169 5.496  C108 1.773
110 Cl -5.818 3.162 5.330  C108 1.774
111 H -4.647 3.945 7.216  C108 1.081
112 H -5.059 5.257 6.095  C108 1.083
113 C 2.585 2.257 -7.551  Cl114 1.772, Cl115 1.763, H116 1.085, H117 1.084
114 Cl 3.559 0.819 -7.203  C113 1.772
115 Cl 1.632 2.062 -9.022  C113 1.763
116 H 1.909 2.426 -6.720  C113 1.085
117 H 3.251 3.103 -7.675  C113 1.084
118 C -1.461 -7.292 -4.041  Cl119 1.766, Cl120 1.783, H121 1.073, H122 1.085
119 Cl -2.936 -6.959 -4.955  C118 1.766
120 Cl -1.634 -6.806 -2.334  C118 1.783
121 H -1.253 -8.344 -4.088  C118 1.073
122 H -0.644 -6.728 -4.478  C118 1.085
123 C -6.402 -5.229 5.575  Cl124 1.773, Cl125 1.763, H126 1.084, H127 1.084
124 Cl -7.060 -3.927 4.567  C123 1.773
125 Cl -7.488 -5.641 6.901  C123 1.763
126 H -6.259 -6.107 4.955  C123 1.084
127 H -5.456 -4.899 5.988  C123 1.084
128 C 9.500 -3.253 2.960  Cl129 1.771, Cl130 1.766, H131 1.083, H132 1.083
129 Cl 8.839 -2.014 1.880  C128 1.771
130 Cl 8.320 -3.741 4.180  C128 1.766
131 H 9.770 -4.118 2.367  C128 1.083
132 H 10.372 -2.847 3.458  C128 1.083
133 C -7.852 3.531 8.469  Cl134 1.773, Cl135 1.764, H136 1.084, H137 1.084
134 Cl -6.726 4.879 8.707  C133 1.773
135 Cl -7.912 2.473 9.880  C133 1.764
136 H -8.841 3.937 8.293  C133 1.084
137 H -7.523 2.953 7.613  C133 1.084
138 C 1.744 -9.727 -3.155  Cl139 1.766, Cl140 1.775, H141 1.084, H142 1.084
139 Cl 0.074 -9.598 -2.596  C138 1.766
140 Cl 2.284 -8.234 -3.950  C138 1.775
141 H 2.384 -9.919 -2.302  C138 1.084
142 H 1.812 -10.541 -3.868  C138 1.084
143 C -11.566 3.144 2.551  Cl144 1.766, Cl145 1.769, H146 1.081, H147 1.084
144 Cl -13.184 3.527 3.147  C143 1.766
145 Cl -10.916 4.437 1.534  C143 1.769
146 H -10.907 3.005 3.397  C143 1.081
147 H -11.618 2.234 1.964  C143 1.084
148 C 7.637 -3.026 -8.096  Cl149 1.770, Cl150 1.766, H151 1.084, H152 1.082
149 Cl 6.418 -3.591 -9.249  C148 1.770
150 Cl 8.790 -4.298 -7.682  C148 1.766
151 H 8.175 -2.196 -8.537  C148 1.084
152 H 7.123 -2.716 -7.195  C148 1.082

Properties
HOMO energy = -11.77 eV
E_tot = -15281.51744 a.u.
Charge = +1